ORCA calculation (ωB97M-V/def2-TZVPD) on a cluster of 7 separate species, C19H38Br12NO2 in total in a non-equilibrium geometry.

Each line ends with the Mulliken charge.
CARTESIAN COORDINATES (ANGSTROEM)
Br (3.439, -2.002, -4.770)  -0.11
Br (-0.327, 4.996, 2.113)  -0.17
Br (1.275, 1.999, 0.762)  -0.05
Br (5.974, 1.902, -0.011)  -0.12
Br (0.346, -2.459, -6.707)  -0.13
Br (-4.130, -5.011, -2.121)  -0.13
Br (4.205, 4.885, 1.220)  -0.14
Br (-4.184, -6.154, 1.361)  -0.13
Br (1.068, -3.972, -1.379)  -0.15
Br (-1.449, -1.371, -1.612)  -0.13
Br (-3.512, 4.222, -0.222)  -0.13
Br (-3.790, 7.044, 2.084)  -0.14
O (-3.028, -0.958, 2.345)  -0.68
O (-1.779, 0.567, 1.336)  -0.18
N (3.636, -0.656, 2.634)  -0.47
C (0.588, -2.851, 1.942)  0.03
C (2.067, -2.632, 2.315)  -1.30
C (4.760, 3.085, -0.953)  -0.31
C (-0.683, -0.890, 2.977)  0.54
C (0.315, 4.677, 0.309)  -0.32
C (2.652, -1.328, 1.763)  0.89
C (-0.456, -2.413, 2.987)  -0.79
C (-4.792, -4.467, 0.607)  -0.57
C (-0.504, -3.891, -2.515)  -0.34
C (2.944, -1.257, -6.492)  -0.57
C (-0.732, -2.494, -3.032)  -0.38
C (0.060, 3.253, -0.108)  -0.46
C (4.950, 4.520, -0.541)  -0.60
C (-5.446, -4.670, -0.731)  -0.54
C (-1.922, -0.463, 2.221)  0.40
C (-4.130, 4.244, 1.621)  -0.52
C (-4.937, 5.483, 1.917)  -0.58
C (1.484, -0.890, -6.543)  -0.61
C (3.089, -0.248, 3.921)  -0.81
H (2.137, -2.639, 3.411)  0.05
H (1.369, 4.937, 0.306)  0.15
H (4.428, 5.189, -1.223)  0.34
H (-5.504, -4.064, 1.323)  0.35
H (0.428, -3.932, 1.793)  0.30
H (-5.651, 5.701, 1.131)  0.36
H (-0.819, -0.514, 4.003)  0.37
H (-0.239, 5.361, -0.330)  0.41
H (2.989, -1.115, 4.579)  0.29
H (3.916, 0.194, 2.159)  0.17
H (-3.927, -3.815, 0.562)  0.29
H (-3.245, 4.165, 2.244)  0.24
H (1.847, -0.607, 1.459)  -0.65
H (-0.876, 0.911, 1.343)  0.06
H (-0.947, 2.932, 0.144)  0.10
H (-1.474, -2.478, -3.827)  0.35
H (2.108, 0.252, 3.854)  0.14
H (-0.128, -2.728, 3.980)  0.41
H (3.755, 2.725, -0.752)  0.05
H (0.190, -0.374, 2.575)  -0.65
H (3.200, -1.537, 0.829)  0.33
H (-5.974, -3.771, -1.043)  0.36
H (3.208, -1.993, -7.244)  0.36
H (-5.455, 5.390, 2.869)  0.37
H (-4.740, 3.351, 1.736)  0.38
H (0.384, -2.386, 0.968)  -0.16
H (1.273, -0.282, -7.419)  0.36
H (4.987, 2.965, -2.010)  0.35
H (0.188, -2.035, -3.380)  0.18
H (0.220, 3.128, -1.177)  0.39
H (-6.127, -5.515, -0.734)  0.38
H (-1.422, -2.903, 2.792)  0.33
H (-1.343, -4.237, -1.922)  0.05
H (5.999, 4.795, -0.495)  0.41
H (3.559, -0.368, -6.620)  0.33
H (-0.322, -4.585, -3.334)  0.34
H (1.162, -0.366, -5.648)  0.36
H (3.793, 0.442, 4.400)  0.40

Properties
Molecular weight in Da: 1271.37
E_tot in hartree: -31840.1187
Gap between HOMO and LUMO in eV: 2.70
2S+1: 1
F_max in hartree/bohr: 0.024
Net charge: -1



ORCA calculation (ωB97M-V/def2-TZVPD) on a structure of composition C19H38Br14O4P in a non-equilibrium geometry.

Each line ends with the Mulliken charge.
CARTESIAN COORDINATES (ANGSTROEM)
Br (-1.534, -0.212, 0.604)  -0.11
Br (-10.060, 3.847, -1.577)  -0.15
Br (0.269, -5.072, -2.306)  -0.13
Br (1.466, 3.263, 0.947)  -0.20
Br (8.575, 0.142, 6.523)  -0.14
Br (4.248, -4.692, -2.625)  -0.10
Br (-5.887, 0.907, -2.168)  -0.13
Br (7.261, 0.260, 3.074)  -0.09
Br (-3.267, -3.008, -1.076)  -0.15
Br (2.797, 3.961, -2.431)  -0.19
Br (2.923, -4.572, -6.084)  -0.13
Br (-8.747, 4.589, -4.947)  -0.12
Br (-4.142, 3.686, -0.483)  -0.14
Br (0.257, -1.385, -2.506)  -0.12
P (3.194, 0.811, 3.144)  1.28
O (1.761, -0.201, 2.977)  -0.57
O (2.707, 1.667, 4.583)  -0.59
O (-1.099, -0.761, 4.565)  -0.20
O (-2.406, -1.137, 4.272)  -0.40
C (-9.415, 2.916, -4.207)  -0.34
C (-3.393, -0.376, 0.048)  -0.48
C (1.486, 0.996, 5.011)  -0.55
C (0.801, 0.614, 3.643)  0.50
C (0.945, -2.702, -3.765)  -0.42
C (0.917, 2.557, -0.784)  -0.02
C (-3.913, -1.771, 0.284)  -0.49
C (-6.005, 3.531, -1.032)  -0.52
C (-6.527, 2.137, -0.799)  -0.51
C (5.027, -5.333, -4.292)  -0.56
C (4.204, -0.513, 4.119)  -0.82
C (2.106, 2.301, -1.672)  -0.54
C (4.751, -4.389, -5.434)  -0.59
C (4.844, -1.191, 4.918)  -0.06
C (9.091, 0.407, 3.717)  -0.58
C (-0.705, 0.227, 3.603)  0.42
C (9.345, -0.535, 4.867)  -0.60
C (0.041, -3.905, -3.847)  -0.48
C (-10.605, 3.149, -3.312)  -0.57
H (-7.613, 2.113, -0.883)  0.22
H (-0.922, -0.202, 2.576)  -0.53
H (-6.543, 4.251, -0.415)  0.34
H (3.623, 0.114, 1.927)  -0.09
H (2.753, 1.835, 2.207)  -0.55
H (-4.999, -1.795, 0.196)  0.38
H (-1.290, 1.194, 3.685)  0.38
H (0.299, -4.519, -4.708)  0.24
H (0.208, 3.264, -1.208)  0.49
H (5.379, -4.630, -6.291)  0.34
H (-9.697, 2.316, -5.071)  0.33
H (-8.580, 2.440, -3.697)  0.11
H (6.098, -5.392, -4.097)  0.33
H (0.983, -2.187, -4.725)  0.38
H (0.909, 1.607, 5.754)  0.31
H (-11.323, 3.853, -3.724)  0.39
H (-2.972, -0.339, 4.337)  0.31
H (-3.442, -0.069, -0.993)  0.25
H (-3.936, 0.344, 0.660)  0.21
H (1.956, -2.946, -3.449)  0.15
H (-6.233, 1.723, 0.163)  0.41
H (10.413, -0.620, 5.065)  0.34
H (4.637, -6.334, -4.459)  0.36
H (-6.056, 3.842, -2.073)  0.35
H (5.710, -1.577, 5.482)  0.30
H (8.929, -1.527, 4.706)  0.36
H (1.819, 1.695, -2.531)  0.29
H (9.256, 1.451, 3.973)  0.38
H (0.402, 1.623, -0.558)  -0.33
H (-3.621, -2.179, 1.249)  0.36
H (9.716, 0.144, 2.863)  0.29
H (4.474, 1.506, 3.043)  -0.11
H (0.805, 1.615, 3.110)  -0.13
H (2.933, 1.821, -1.153)  0.39
H (-11.109, 2.208, -3.093)  0.34
H (-1.015, -3.646, -3.894)  0.36
H (4.890, -3.343, -5.169)  0.38
H (1.846, 0.134, 5.644)  0.29

Properties
Molecular weight in Da: 1480.14
E_tot in hartree: -37425.0228
Gap between HOMO and LUMO in eV: 5.43
2S+1: 1
F_max in hartree/bohr: 0.091
Relative energy (zero: lowest compared OMol25 entry of this formula, charge and spin) in kJ/mol: 151.1
Net charge: -1



ORCA calculation (ωB97M-V/def2-TZVPD) on a cluster of 7 separate species, C19H38Cl6O8 in total in a non-equilibrium geometry.

Each line ends with the Mulliken charge.
CARTESIAN COORDINATES (ANGSTROEM)
Cl (1.782, 10.852, 23.533)  -0.16
Cl (2.852, 11.593, 26.156)  -0.16
Cl (-3.004, 13.926, 28.109)  0.00
Cl (-4.686, 12.054, 29.591)  -0.16
Cl (0.348, 12.745, 28.371)  -0.18
Cl (0.241, 14.729, 26.244)  -0.23
O (-0.248, 19.360, 28.127)  -0.36
O (4.015, 14.867, 29.197)  -0.39
O (-3.892, 15.135, 31.188)  -0.51
O (-2.668, 12.421, 23.446)  -0.37
O (2.514, 16.538, 29.255)  -0.55
O (-0.500, 17.324, 28.947)  -0.46
O (-1.021, 12.886, 22.010)  -0.56
O (-1.975, 15.545, 32.250)  -0.31
C (3.368, 15.882, 29.793)  0.88
C (-2.127, 12.487, 22.234)  0.80
C (3.819, 16.113, 31.218)  -1.10
C (-1.502, 14.251, 31.837)  0.26
C (-1.787, 12.609, 24.565)  0.19
C (0.386, 14.471, 28.008)  1.44
C (-0.829, 18.897, 26.912)  -0.16
C (-4.415, 12.877, 28.047)  -0.27
C (-3.089, 12.065, 21.170)  -1.12
C (-1.764, 11.346, 25.387)  -0.94
C (0.228, 18.343, 25.973)  -0.67
C (-0.049, 14.175, 32.209)  -1.11
C (-0.188, 18.465, 29.102)  0.80
C (-3.216, 15.831, 31.892)  0.79
C (-3.684, 17.128, 32.480)  -1.12
C (2.372, 12.169, 24.546)  0.23
C (5.302, 14.561, 27.194)  -1.33
C (3.899, 14.730, 27.762)  0.35
C (0.207, 19.061, 30.421)  -1.14
H (-4.514, 17.549, 31.921)  0.34
H (5.279, 14.615, 26.110)  0.35
H (1.066, 19.723, 30.331)  0.34
H (0.837, 19.147, 25.546)  0.34
H (1.564, 12.880, 24.664)  -0.21
H (-5.280, 13.507, 27.904)  0.29
H (-2.891, 17.880, 32.481)  0.28
H (5.934, 15.356, 27.588)  0.36
H (1.347, 14.871, 28.293)  -0.97
H (-0.249, 17.846, 25.127)  0.30
H (0.369, 13.213, 31.928)  0.38
H (-1.368, 19.712, 26.442)  0.33
H (3.399, 15.606, 27.350)  0.11
H (-2.096, 13.494, 32.350)  0.37
H (-0.788, 12.827, 24.195)  0.13
H (5.696, 13.601, 27.522)  0.33
H (-1.529, 18.089, 27.147)  0.18
H (-4.274, 12.156, 27.258)  0.16
H (0.918, 17.658, 26.459)  -0.08
H (4.382, 15.258, 31.577)  0.32
H (3.227, 12.659, 24.100)  0.36
H (-0.637, 19.628, 30.811)  0.36
H (-1.031, 11.438, 26.192)  0.10
H (-0.421, 14.996, 28.488)  -0.09
H (0.452, 18.248, 31.095)  0.19
H (-2.734, 11.122, 25.831)  0.26
H (0.065, 14.333, 33.286)  0.39
H (3.300, 13.839, 27.589)  0.06
H (-2.538, 11.684, 20.316)  0.34
H (-1.436, 10.505, 24.775)  0.37
H (-3.759, 11.287, 21.536)  0.31
H (-2.152, 13.466, 25.123)  0.22
H (-3.702, 12.901, 20.836)  0.28
H (-1.676, 14.176, 30.767)  -0.12
H (-4.007, 17.013, 33.517)  0.30
H (2.928, 16.267, 31.821)  0.26
H (4.434, 17.009, 31.221)  0.32
H (0.492, 15.001, 31.741)  0.06

Properties
Molecular weight in Da: 607.22
E_tot in hartree: -4109.8774
Gap between HOMO and LUMO in eV: 10.77
2S+1: 1
F_max in hartree/bohr: 0.025



ORCA calculation (ωB97M-V/def2-TZVPD) on a structure of composition C19H38F4MnN2Si4.

Each line ends with the Mulliken spin population.
CARTESIAN COORDINATES (ANGSTROEM)
Mn (-0.134, 1.090, -0.664)  3.50
Si (-0.136, -1.131, 0.190)  -0.30
Si (-0.407, -0.893, -2.322)  -0.08
Si (2.154, -1.704, 0.734)  -0.04
Si (-1.853, -2.462, 1.284)  0.00
F (1.023, 5.384, 1.243)  0.00
F (2.012, 1.220, -0.704)  -0.01
F (4.683, 1.639, -0.258)  0.00
F (3.607, 5.819, 1.631)  0.00
N (-2.046, 1.662, -0.233)  -0.13
N (0.177, 2.865, -0.041)  -0.01
C (-0.929, 3.812, 0.054)  -0.02
C (4.232, 3.762, 0.704)  0.02
C (2.480, 2.393, -0.103)  -0.02
C (-2.047, -0.918, -3.198)  0.00
C (-1.621, -4.254, 0.832)  -0.01
C (-3.617, -2.014, 0.875)  0.01
C (2.056, -3.479, 1.300)  -0.01
C (0.224, -2.658, -2.289)  -0.09
C (1.900, 4.460, 0.846)  0.01
C (1.474, 3.281, 0.239)  0.06
C (-2.241, 1.525, 1.242)  -0.01
C (-3.186, 1.006, -0.913)  0.01
C (2.475, -0.522, 2.149)  -0.01
C (3.822, 2.584, 0.110)  -0.01
C (0.759, 0.338, -3.130)  0.05
C (3.383, -1.584, -0.663)  0.00
C (-2.078, 3.114, -0.620)  0.04
C (-1.412, -2.103, 3.064)  0.00
C (3.258, 4.679, 1.058)  -0.01
H (1.900, -0.809, 3.031)  -0.01
H (-3.188, -0.057, -0.695)  0.02
H (0.248, -3.006, -3.328)  -0.01
H (5.278, 3.964, 0.887)  0.00
H (3.277, -2.419, -1.356)  0.00
H (4.363, -1.700, -0.188)  0.00
H (-1.824, -1.481, -4.111)  0.00
H (-2.264, -2.368, 3.695)  0.00
H (-3.821, -2.043, -0.198)  0.00
H (-3.059, 3.517, -0.361)  0.00
H (0.580, 1.412, -2.975)  -0.01
H (-4.239, -2.795, 1.323)  0.00
H (-3.117, 1.177, -1.980)  -0.01
H (2.220, 0.509, 1.891)  0.01
H (-1.155, 4.062, 1.094)  0.00
H (-1.181, -1.054, 3.262)  0.00
H (3.406, -0.649, -1.216)  0.00
H (1.517, -3.591, 2.242)  0.00
H (-1.851, -4.470, -0.211)  0.00
H (-2.825, -1.462, -2.664)  0.00
H (1.606, -4.131, 0.550)  0.00
H (0.610, 0.185, -4.204)  0.01
H (-0.649, -4.673, 1.078)  0.00
H (-1.969, 3.155, -1.706)  0.01
H (-1.365, 1.881, 1.774)  0.00
H (-4.113, 1.452, -0.545)  0.00
H (-3.960, -1.065, 1.285)  0.00
H (1.231, -2.789, -1.898)  0.02
H (3.530, -0.530, 2.430)  0.00
H (-0.714, 4.750, -0.459)  0.01
H (-2.420, 0.478, 1.477)  0.01
H (-0.458, -3.326, -1.764)  0.02
H (-2.370, -4.783, 1.432)  0.00
H (-0.560, -2.699, 3.396)  0.00
H (-3.118, 2.108, 1.533)  0.00
H (1.800, 0.130, -2.887)  0.00
H (3.076, -3.840, 1.462)  0.00
H (-2.433, 0.049, -3.509)  0.00

Properties
Molecular weight in Da: 537.80
E_tot in hartree: -3564.1609
Gap between HOMO and LUMO (spin up / spin down) in eV: 5.89 / 6.68
2S+1: 4
F_max in hartree/bohr: 0.017
Net charge: +2